9 unconnected molecules or ions with the total composition C23H56F3I2N17O11S at a distorted geometry. Source: OMol25; level of theory: wB97M-V/def2-TZVPD.

Its largest force on an atom is 0.1393 hartree/bohr. As for the gap between HOMO and LUMO: 7.644 eV. For the HOMO energy, the calculation gives -8.030 eV. The calculation puts the total energy at -107806.47629 eV.

Bonds (Å) are listed after each position.
Geometry (Å):
1 C 3.52 0.40 1.06  H7 1.118, O12 1.442, C59 1.600, H79 1.123
2 H -4.75 -0.10 -5.53  N65 1.005
3 C 1.01 -4.05 1.50  C13 1.376, H17 1.117, H35 1.106
4 H -2.85 -2.77 4.46  N80 1.005
5 C 1.96 1.33 -0.70  H10 1.109, C48 1.648, I49 2.163, C59 1.567
6 H 1.88 2.98 1.38  C103 1.122
7 H 4.09 1.35 1.18  C1 1.118
8 H -6.81 -2.53 5.20  N92 1.004
9 N 4.19 -1.52 5.99  H31 1.003, H51 1.004, C71 1.357
10 H 1.20 1.45 0.10  C5 1.109
11 C -3.90 0.76 0.42  H27 1.122, N36 1.484, C72 1.576, H88 1.128
12 O 2.41 0.34 1.99  C1 1.442, S107 1.661
13 C 1.48 -3.40 0.39  C3 1.376, C95 1.580, H96 1.109
14 O -1.51 6.04 -1.85  C113 1.217
15 H -0.74 4.84 -3.87  N53 1.006
16 H 10.01 1.00 0.37  N91 1.005
17 H 0.12 -3.59 2.00  C3 1.117
18 H -1.16 0.36 -0.44  C32 1.124
19 N 7.67 -1.02 -0.47  C54 1.361, H56 1.004, H105 1.003
20 H -1.83 -1.62 1.88  C74 1.116
21 C -4.82 -2.43 4.80  O76 1.219, N80 1.362, N92 1.364
22 N -1.75 -3.21 -6.16  H38 1.004, C44 1.362, H111 1.002
23 H 3.94 0.54 -1.05  C59 1.120
24 H -2.63 -1.45 0.29  C74 1.125
25 H 2.72 1.53 -4.94  N82 1.004
26 O -2.50 -1.33 -7.19  C44 1.224
27 H -4.00 0.00 -0.39  C11 1.122
28 H 3.18 4.12 -7.29  N108 1.003
29 C 0.05 -1.47 -0.28  C32 1.569, H34 1.122, H78 1.121, C95 1.587
30 N -2.88 1.03 -4.27  H42 1.005, H62 1.007, C104 1.360
31 H 3.57 -1.56 5.20  N9 1.003
32 C -0.78 -0.31 0.38  H18 1.124, C29 1.569, H58 1.110, C74 1.569
33 H -5.92 0.03 -4.26  N65 1.004
34 H 0.07 -1.26 -1.38  C29 1.122
35 H 1.48 -4.97 1.90  C3 1.106
36 N -3.25 1.97 -0.15  C11 1.484, H98 1.025, H101 1.024
37 O 6.02 -2.25 7.10  C71 1.221
38 H -2.68 -3.59 -6.17  N22 1.004
39 H -2.48 1.03 2.17  C72 1.114
40 H 3.72 2.88 -5.37  N82 1.003
41 H -6.93 -0.56 8.06  N60 1.003
42 H -2.61 0.74 -5.19  N30 1.005
43 C -8.81 -1.49 8.06  O47 1.221, N60 1.361, N112 1.363
44 C -1.58 -1.98 -6.70  N22 1.362, O26 1.224, N99 1.360
45 O -4.44 1.18 -2.63  C104 1.222
46 H -8.69 0.01 9.51  N112 1.002
47 O -9.51 -2.35 7.54  C43 1.221
48 C 2.77 2.76 -0.66  C5 1.648, H61 1.110, I89 2.213, C103 1.575
49 I 0.94 1.24 -2.60  C5 2.163, I89 3.013
50 H -3.73 -0.28 2.32  C72 1.122
51 H 3.99 -0.87 6.72  N9 1.004
52 H -3.11 7.43 -4.21  N100 1.002
53 N -1.42 5.56 -4.05  H15 1.006, H67 1.003, C113 1.361
54 C 8.22 0.10 0.07  N19 1.361, O68 1.222, N91 1.362
55 H -3.15 7.77 -2.52  N100 1.004
56 H 6.67 -1.11 -0.43  N19 1.004
57 O 0.72 -1.30 2.89  S107 1.471
58 H -0.26 0.34 1.10  C32 1.110
59 C 3.04 0.22 -0.46  C1 1.600, C5 1.567, H23 1.120, C69 1.573
60 N -7.53 -1.26 7.66  H41 1.003, C43 1.361, H70 1.004
61 H 3.82 2.67 -1.02  C48 1.110
62 H -2.21 1.49 -3.68  N30 1.007
63 H -6.03 -4.08 5.26  N92 1.003
64 H -10.19 -0.84 9.39  N112 1.004
65 N -4.99 0.20 -4.60  H2 1.005, H33 1.004, C104 1.362
66 F 4.88 -1.55 -1.56  C102 1.394
67 H -1.71 5.73 -5.00  N53 1.003
68 O 7.54 0.97 0.59  C54 1.222
69 C 2.60 -1.27 -0.72  C59 1.573, H94 1.124, C95 1.591, C102 1.572
70 H -7.17 -1.83 6.91  N60 1.004
71 C 5.28 -2.31 6.13  N9 1.357, O37 1.221, N87 1.363
72 C -3.02 0.23 1.62  C11 1.576, H39 1.114, H50 1.122, C74 1.571
73 F 4.37 -2.69 0.22  C102 1.353
74 C -2.06 -0.89 1.07  H20 1.116, H24 1.125, C32 1.569, C72 1.571
75 H 4.90 -3.24 4.29  N87 1.004
76 O -4.78 -1.22 4.64  C21 1.219
77 O 1.13 1.73 -6.81  C84 1.225
78 H -0.60 -2.38 -0.22  C29 1.121
79 H 4.28 -0.41 1.23  C1 1.123
80 N -3.72 -3.22 4.69  H4 1.005, C21 1.362, H109 1.003
81 F 3.55 -3.23 -1.82  C102 1.373
82 N 2.93 2.29 -5.56  H25 1.004, H40 1.003, C84 1.359
83 H 3.58 3.50 1.27  C103 1.122
84 C 2.09 2.46 -6.61  O77 1.225, N82 1.359, N108 1.361
85 H 1.80 3.66 -8.22  N108 1.005
86 H 2.23 4.55 0.61  C103 1.113
87 N 5.49 -3.18 5.10  C71 1.363, H75 1.004, H93 1.004
88 H -4.96 0.95 0.78  C11 1.128
89 I 1.80 4.09 -2.14  C48 2.213, I49 3.013
90 H 0.47 -2.02 -6.27  N99 1.002
91 N 9.58 0.18 -0.02  H16 1.005, C54 1.362, H106 1.002
92 N -5.97 -3.09 5.12  H8 1.004, C21 1.364, H63 1.003
93 H 6.29 -3.78 5.17  N87 1.004
94 H 2.12 -1.27 -1.73  C69 1.124
95 C 1.49 -1.82 0.28  C13 1.580, C29 1.587, C69 1.591, S107 1.835
96 H 1.76 -4.06 -0.46  C13 1.109
97 O 2.95 -2.01 2.65  S107 1.495
98 H -3.26 2.66 0.60  N36 1.025
99 N -0.30 -1.51 -6.66  C44 1.360, H90 1.002, H110 1.008
100 N -2.79 7.23 -3.28  H52 1.002, H55 1.004, C113 1.363
101 H -3.82 2.33 -0.92  N36 1.024
102 C 3.83 -2.22 -0.93  F66 1.394, C69 1.572, F73 1.353, F81 1.373
103 C 2.61 3.51 0.71  H6 1.122, C48 1.575, H83 1.122, H86 1.113
104 C -4.13 0.82 -3.75  N30 1.360, O45 1.222, N65 1.362
105 H 8.20 -1.75 -0.91  N19 1.003
106 H 10.15 -0.52 -0.44  N91 1.002
107 S 1.87 -1.23 1.97  O12 1.661, O57 1.471, C95 1.835, O97 1.495
108 N 2.40 3.51 -7.43  H28 1.003, C84 1.361, H85 1.005
109 H -3.73 -4.21 4.82  N80 1.003
110 H -0.13 -0.59 -7.05  N99 1.008
111 H -1.01 -3.76 -5.76  N22 1.002
112 N -9.25 -0.70 9.07  C43 1.363, H46 1.002, H64 1.004
113 C -1.88 6.26 -2.98  O14 1.217, N53 1.361, N100 1.363